(1)
# C16H36Br4N4O4

6 unconnected molecules or ions with the total composition C16H36Br4N4O4 in a non-equilibrium geometry (ωB97M-V with the def2-TZVPD basis set, the Open Molecules 2025 dataset).

XYZ file:
```
64
Properties=species:S:1:pos:R:3:forces:R:3
C 4.824544 2.988479 0.656089 -0.1 -0.5 -0.3
O 5.199128 4.134916 0.770264 0.1 0.3 0.1
N 4.598841 2.364313 -0.530711 -0.1 -0.2 -0.1
C 4.103323 0.998834 -0.573512 0.6 -0.2 0.4
C 4.733481 3.066171 -1.781887 0.6 -0.3 -0.4
H 4.625518 2.309096 1.502432 0.1 0.1 0.1
H 4.371950 0.505336 0.363006 -0.4 0.1 0.1
H 4.629342 0.414002 -1.334698 -0.1 0.3 -0.2
H 3.027111 0.925914 -0.725806 0.0 0.1 0.0
H 3.762938 3.251359 -2.247306 0.0 0.3 0.1
H 5.322973 3.967863 -1.641940 -0.4 0.2 0.2
H 5.318822 2.459154 -2.486431 -0.2 -0.1 0.1
C 0.150060 -0.667631 0.474030 0.3 0.4 0.2
O 1.231206 -0.169875 0.744619 -0.2 -0.2 0.0
N -0.516437 -0.445568 -0.669145 -0.6 -0.2 -0.3
C -1.796352 -1.096015 -0.953027 0.6 0.1 0.9
C 0.026536 0.486619 -1.647754 -0.2 -0.1 0.3
H -0.404410 -1.308815 1.176664 0.1 -0.2 0.0
H -2.575719 -0.352045 -1.115435 0.0 -0.1 -0.5
H -2.124788 -1.635552 -0.062043 0.2 -0.1 0.0
H -1.659156 -1.824990 -1.749355 -0.4 0.2 -0.3
H 1.032715 0.196401 -1.940356 0.1 0.1 0.0
H -0.614311 0.483743 -2.525140 0.0 -0.1 -0.1
H 0.016188 1.493543 -1.224283 0.3 0.0 -0.1
C 3.801424 -1.163763 2.715512 0.0 0.3 -0.1
O 4.531991 -0.195803 2.616978 0.1 0.0 0.1
N 4.227516 -2.441657 2.761207 0.4 -0.3 0.1
C 3.312203 -3.551688 2.780171 -0.2 -0.1 -0.4
C 5.650796 -2.773099 2.764019 -0.6 -0.1 0.7
H 2.706797 -1.056827 2.765283 0.0 -0.1 -0.1
H 3.381396 -4.128694 3.703817 0.0 0.0 0.0
H 3.526569 -4.206749 1.929073 0.0 -0.1 0.1
H 2.289539 -3.197278 2.654928 0.0 0.1 0.1
H 5.822891 -3.487077 3.577283 0.0 0.0 -0.1
H 5.946927 -3.247938 1.830146 0.1 0.2 -0.1
H 6.208750 -1.876116 3.009466 0.1 0.1 -0.4
C -4.102468 2.149938 3.188225 0.3 -0.1 -0.6
O -4.225076 1.732577 4.313002 -0.1 0.0 0.3
N -3.146291 1.747356 2.306807 0.1 0.0 0.1
C -3.130114 2.207249 0.941725 -0.2 -0.1 -0.1
C -2.225787 0.685538 2.649993 0.3 0.5 0.0
H -4.753640 2.912807 2.726113 -0.1 0.1 0.2
H -2.121288 2.483380 0.630038 0.0 0.1 0.1
H -3.791123 3.068345 0.851746 0.1 0.0 -0.1
H -3.478907 1.422843 0.256953 0.0 0.1 0.0
H -2.536880 -0.240936 2.161112 0.1 -0.2 0.2
H -1.223358 0.961276 2.309902 -0.1 -0.1 -0.2
H -2.164239 0.604434 3.730750 -0.3 -0.3 0.0
Br -4.943769 -1.684985 1.016359 0.1 0.1 0.1
C -6.552333 -2.656593 0.524637 -0.3 0.0 0.6
C -6.167165 -3.995065 -0.015976 0.3 -0.3 -0.3
Br -7.748463 -4.871964 -0.717726 0.0 -0.1 0.0
H -7.124261 -2.014628 -0.132349 0.1 -0.1 -0.3
H -7.125792 -2.817784 1.436035 0.1 0.3 0.0
H -5.761242 -4.623580 0.770893 -0.1 0.0 0.0
H -5.433702 -3.965527 -0.816635 -0.1 0.2 -0.1
Br -3.481100 2.867679 -5.421923 -0.2 0.1 0.0
C -2.010084 1.651725 -5.227555 0.3 -0.8 0.3
C -0.739924 2.286668 -5.708984 0.1 0.6 0.1
Br 0.675458 0.963961 -5.704722 0.1 0.0 -0.1
H -2.222886 0.721896 -5.749848 -0.2 0.2 -0.3
H -1.904265 1.376034 -4.180199 -0.2 0.2 0.1
H -0.423375 3.075411 -5.030093 0.0 0.0 0.0
H -0.828227 2.733383 -6.694440 0.0 -0.3 -0.2
```
Forces are in eV/Å.

Output
**LUMO**: 0.09 eV
**Strongest force on any atom**: 1.044 eV/A
**Structure (SMILES)**: CN(C)C=O.CN(C)C=O.CN(C)C=O.CN(C)C=O.BrCCBr.BrCCBr
**DFT total energy**: -311496.4744 eV
**Spin multiplicity**: 1



(2)
# C2H5N3O

C2H5N3O in the gas phase in a non-equilibrium geometry (ωB97M-V with the def2-TZVPD basis set, the Open Molecules 2025 dataset).

XYZ file:
```
11
Properties=species:S:1:pos:R:3:forces:R:3
C -0.961092 -0.190066 -0.063073 5.2 2.3 2.6
C 0.321983 -1.078641 0.229769 0.7 0.6 -2.8
H -1.323320 1.826712 -0.071851 0.2 0.0 0.1
H 0.385010 1.595539 0.183442 -2.1 -1.7 -0.2
H -2.893736 -0.157194 -0.236430 -1.4 1.6 -0.2
H 0.255786 -2.175264 0.230847 -0.8 0.5 0.4
H 3.091900 0.207076 -0.069759 3.6 -1.2 0.5
N -0.598724 1.165211 0.182984 0.5 0.6 -0.6
N -2.073569 -0.674086 -0.186885 -0.5 -3.2 -0.5
N 1.584622 -0.874115 -0.000202 0.2 -0.8 1.2
O 2.211138 0.354832 -0.198840 -5.6 1.2 -0.5
```
Forces are in eV/Å.

Output
**LUMO**: 0.83 eV
**Strongest force on any atom**: 6.258 eV/A
**Structure (SMILES)**: [H]/N=C(N)/C=N\O
**DFT total energy**: -8669.8301 eV
**Spin multiplicity**: 1



Which of these has the lowest LUMO? C16H36Br4N4O4



The lowest strongest force on any atom belongs to which entry? C16H36Br4N4O4